The following is a quantum chemistry calculation of a cluster of 4 separate species, C2H9NS in total, from OMol25.

Its expectation value of S² is 0.755. Its energy above the lowest of the compared OMol25 structures with the same formula, charge and spin is 67.9 kcal/mol. As for the total energy: -534.1156 Eh. As for the total charge: +1. Its multiplicity is 2.

Positions of all 13 atoms, in Å:
S1 -0.423079 -1.015475 0.229393
N1 -0.531565 1.614030 -2.017802
C1 -0.266417 0.634480 0.969633
C2 1.074081 0.142559 0.557660
H1 -0.508362 0.735039 2.066357
H2 -0.081182 1.541548 -2.918224
H3 1.642487 -0.027395 1.399113
H4 -0.865584 1.432536 0.451723
H5 3.064705 -3.051010 2.032286
H6 -0.814895 0.792171 -1.579046
H7 1.471670 0.600189 -0.340150
H8 -1.349705 2.205216 -2.032895
H9 3.085087 -3.941141 2.211397

Atoms 1-2, force components in eV/Å:
S 1.301 0.888 0.672
N 0.436 1.919 0.231

=====

The following is a quantum chemistry calculation of the molecule C4H6BrNS, from OMol25.

Its energy above the lowest of the compared OMol25 structures with the same formula, charge and spin is 44.6 kcal/mol. Its SMILES is C/C(Br)=N/[C@H]1CS1. As for the total energy: -3182.8992 Eh.

Positions of all 13 atoms, in Å:
Br1 2.241552 -1.499795 -0.222978
S1 -3.148144 -1.592954 -0.289506
N1 -0.283243 -0.183574 -0.255293
C1 -1.105231 -1.284923 -0.171104
C2 1.600193 1.357858 -0.365578
C3 -1.912697 -1.367334 1.019892
C4 0.938158 0.012694 -0.369447
H1 -1.730185 -2.181448 1.660395
H2 -0.673272 -2.246631 -0.659973
H3 2.691555 1.325271 -0.343085
H4 -2.015115 -0.386055 1.430085
H5 1.459093 1.963833 -1.279415
H6 1.198244 2.001704 0.412266

Atoms 1-2, force components in eV/Å:
Br -0.372 0.309 -0.237
S 1.731 0.871 -0.473

=====

The following is a quantum chemistry calculation of a structure of composition C26H39GeN3RhSb, from OMol25.

Its energy above the lowest of the compared OMol25 structures with the same formula, charge and spin is 14.0 kcal/mol. As for the total energy: -3605.5664 Eh. As for the total charge: +2.

Positions of all 71 atoms, in Å:
Sb1 0.396372 -1.029705 0.143478
Rh1 -0.535399 1.389851 0.371217
Ge1 -3.452617 0.641145 -0.918897
N1 -0.082014 1.411170 2.337040
N2 -0.943211 3.492283 0.033900
N3 1.592655 2.228139 0.261954
C1 2.072157 -1.106129 1.426316
C2 -2.912563 1.932660 -2.308372
C3 1.302902 0.082568 -3.957441
C4 2.222175 -0.870213 -4.374587
C5 2.048091 2.397687 1.663216
C6 1.206343 -0.972361 -1.789509
C7 -1.309056 -4.940022 -0.648450
C8 -5.353555 0.829451 -0.552263
C9 1.462601 3.495860 -0.494895
C10 -2.475454 1.007083 0.769724
C11 0.876366 2.502960 2.633762
C12 2.966222 -1.268717 3.667291
C13 -1.083295 -3.276721 1.567478
C14 -1.823982 -5.336671 0.577812
C15 2.118928 -1.935341 -2.219174
C16 2.626640 -1.878793 -3.509300
C17 -0.563614 -2.883273 0.337189
C18 -0.678794 -3.710561 -0.774836
C19 0.796202 0.028641 -2.666695
C20 -1.712510 -4.506709 1.685445
C21 4.427497 -0.771074 1.823288
C22 3.351431 -0.834136 0.945631
C23 -2.990869 -1.151390 -1.532427
C24 1.889411 -1.332995 2.792295
C25 0.295308 4.320424 0.013474
C26 4.234594 -0.979230 3.182395
H1 -0.285813 -3.409205 -1.738641
H2 -1.835993 2.119274 -2.392000
H3 -1.011779 -2.638478 2.441472
H4 2.376560 4.092812 -0.429540
H5 -2.039926 -1.164563 -2.072037
H6 -1.398649 -5.588343 -1.509636
H7 -3.755033 -1.511619 -2.222168
H8 2.432322 -2.736637 -1.559368
H9 0.337686 3.441292 2.542349
H10 2.691784 3.275318 1.761008
H11 -5.577740 1.830954 -0.185660
H12 2.617911 -0.832660 -5.380541
H13 0.158553 5.205335 -0.608652
H14 0.055607 0.767112 -2.365232
H15 -3.214349 1.526189 -3.274817
H16 -5.931011 0.660827 -1.461254
H17 5.075821 -0.936181 3.860902
H18 -2.892000 1.898405 1.253528
H19 -2.629937 0.154248 1.436018
H20 -2.115668 -4.817009 2.639935
H21 1.222483 2.424045 3.665394
H22 -2.314083 -6.296223 0.672039
H23 3.333184 -2.627259 -3.842106
H24 2.819693 -1.463315 4.721680
H25 2.645340 1.523384 1.925194
H26 -0.942051 1.501577 2.874895
H27 -3.424296 2.887885 -2.179243
H28 0.973837 0.855736 -4.639044
H29 -2.933948 -1.854519 -0.702078
H30 0.916877 -1.616535 3.189232
H31 3.522573 -0.675354 -0.111958
H32 5.419760 -0.568444 1.442303
H33 0.349794 0.532173 2.612500
H34 -1.338966 3.492415 -0.906648
H35 0.488186 4.677607 1.021516
H36 -5.674250 0.105023 0.195418
H37 1.315101 3.229477 -1.544095
H38 2.256074 1.633020 -0.223875
H39 -1.662603 3.926386 0.607131

Atoms 1-2, force components in eV/Å:
Sb -0.208 0.101 -0.076
Rh 0.280 -0.052 0.354

=====

The following is a quantum chemistry calculation of the molecule C5H8O, from OMol25.

Its energy above the lowest of the compared OMol25 structures with the same formula, charge and spin is 15.9 kcal/mol. Its SMILES is C=C(C)C(C)=O. As for the total energy: -270.5325 Eh.

Positions of all 14 atoms, in Å:
O1 -1.408245 1.752529 0.231759
C1 -0.363444 -0.142214 1.914226
C2 -0.658828 0.980374 -0.314843
C3 -0.320450 1.076810 -1.780004
C4 0.774196 -1.128566 -0.035356
C5 -0.022432 -0.165525 0.451393
H1 0.263546 0.590697 2.421759
H2 0.741160 0.921299 -1.945266
H3 -0.205282 -1.114373 2.370659
H4 -0.873251 0.306955 -2.316323
H5 -1.397364 0.164620 2.052521
H6 -0.617432 2.050484 -2.160983
H7 1.164343 -1.892928 0.613211
H8 1.062591 -1.189266 -1.069935

Atoms 1-2, force components in eV/Å:
O 0.035 -0.005 0.056
C -0.039 0.023 -0.017

=====

The following is a quantum chemistry calculation of a structure of composition C33H57BaN7O7P2Sb, from OMol25.

Its energy above the lowest of the compared OMol25 structures with the same formula, charge and spin is 4.0 kcal/mol. As for the total energy: -3150.3675 Eh. As for the total charge: +1.

Positions of all 108 atoms, in Å:
Ba1 -0.420551 -0.261281 -0.450020
Sb1 -1.403085 -1.568553 2.787597
P1 2.478461 -2.161909 -0.143522
P2 1.559521 -1.020420 -2.560985
O1 0.255163 -1.721755 -2.470825
O2 1.801602 -3.604368 -0.255197
O3 1.514125 -1.214335 0.487304
O4 2.679990 -1.758217 -1.670644
O5 2.218757 -1.187497 -3.998079
O6 1.458389 0.419126 -2.136832
O7 3.836624 -2.209476 0.489151
N1 -2.593592 1.521693 0.698431
N2 2.656166 1.971533 -0.014099
N3 3.901210 0.001642 1.776571
N4 2.720140 2.300391 3.095694
N5 -2.790901 0.341888 -1.956076
N6 -0.696758 2.591746 -1.755470
N7 -2.166998 -2.384050 -0.612107
C1 5.082579 0.889551 1.659295
C2 -0.180630 -5.788846 2.163885
C3 -4.120708 -2.979515 2.018954
C4 3.995627 2.941357 2.722972
C5 -3.948208 0.939768 -1.280888
C6 -0.582705 0.016321 5.264400
C7 -3.882058 0.215650 4.090384
C8 -4.397489 -0.973426 3.316414
C9 0.986969 -3.428022 3.108705
C10 -0.365130 -3.438756 2.736578
C11 -3.358152 -2.068507 -1.418713
C12 -3.850907 0.919173 0.236535
C13 -6.330556 -2.180988 2.479960
C14 -3.550457 -1.928938 2.737755
C15 -1.165205 -1.197019 4.915020
C16 -1.800694 2.558166 -2.724697
C17 -0.750289 -0.540179 7.584888
C18 -1.547466 -2.104730 5.910780
C19 1.153408 -5.781030 2.536301
C20 1.680501 -2.201643 3.648178
C21 -5.776246 -1.122763 3.180618
C22 -5.494227 -3.114638 1.888594
C23 5.071408 1.585458 0.301321
C24 5.129971 1.912559 2.790806
C25 3.964372 2.633873 0.144640
C26 -0.926582 -4.624869 2.269420
C27 1.721751 -4.607439 3.006011
C28 -1.330004 -1.753953 7.241389
C29 -3.086935 -1.000126 -2.458118
C30 -0.374871 0.350038 6.594705
C31 -2.171431 -3.436317 5.588859
C32 -2.256280 1.151870 -3.056537
C33 3.954152 3.592256 1.338690
H1 4.996993 0.842133 -0.498366
H2 -2.946116 0.589074 3.672670
H3 1.920083 2.648174 -0.191075
H4 -1.391167 -2.563957 -1.254130
H5 -3.689387 -0.047217 5.131174
H6 -1.623681 -2.446002 8.020616
H7 0.112969 2.098994 -2.136111
H8 -0.595702 -0.291574 8.626266
H9 -2.304231 -3.282183 -0.161748
H10 3.081848 4.250678 1.270507
H11 2.530846 2.442807 4.080152
H12 -0.645715 -6.695804 1.801154
H13 -3.497267 -3.714677 1.536066
H14 1.744763 -6.684709 2.471384
H15 4.234256 3.737272 3.435462
H16 2.755351 -2.293917 3.488393
H17 -4.169071 -1.775017 -0.747165
H18 2.349180 -4.281607 0.164149
H19 -0.287597 0.708809 4.481259
H20 -6.427832 -0.384967 3.634087
H21 1.501269 -2.090557 4.719202
H22 -3.022223 -3.315234 4.914117
H23 -4.615269 1.021758 4.079236
H24 1.335315 -1.298566 3.142228
H25 6.031800 2.087849 0.174468
H26 6.085501 2.437490 2.730399
H27 0.071360 1.300072 6.859307
H28 5.109539 1.404708 3.759367
H29 -1.403830 0.597467 -3.465560
H30 -1.971015 -4.668986 2.005951
H31 -7.404917 -2.271797 2.394985
H32 5.963498 0.249535 1.718855
H33 -3.886463 -0.107639 0.609623
H34 -3.719034 -2.949177 -1.961965
H35 -4.871987 0.423082 -1.570901
H36 -2.427200 2.421143 0.258881
H37 -1.535377 3.019020 -3.683807
H38 -0.394732 3.556873 -1.668515
H39 4.831665 4.238421 1.258484
H40 -1.449452 -4.091710 5.098214
H41 4.022524 -0.956158 1.333581
H42 1.947105 2.705147 2.582567
H43 -2.623310 3.156460 -2.327168
H44 3.171613 -1.334438 -3.967262
H45 -2.237646 -1.314975 -3.072567
H46 2.672178 1.382371 -0.847083
H47 -4.738905 1.427961 0.631117
H48 -3.968133 -0.970849 -3.121461
H49 -2.647588 1.679794 1.697990
H50 3.096054 0.447538 1.308288
H51 -4.071722 1.973209 -1.607867
H52 -5.906322 -3.944942 1.329933
H53 -2.986458 1.241977 -3.878515
H54 -2.520010 -3.933666 6.491419
H55 4.208788 3.220768 -0.749815
H56 2.765039 -4.598929 3.300312
H57 3.611986 -0.119467 2.743913

Atoms 1-2, force components in eV/Å:
Ba -2.102 2.204 0.981
Sb -0.218 0.268 0.617

=====

The following is a quantum chemistry calculation of a cluster of 2 separate species, C2H3NO4 in total, from OMol25.

Its energy above the lowest of the compared OMol25 structures with the same formula, charge and spin is 101.7 kcal/mol. Its SMILES is O=C=NO.O=CO. As for the total energy: -433.6015 Eh.

Positions of all 10 atoms, in Å:
O1 0.331536 -2.121213 -0.126210
O2 2.016873 0.978498 0.004937
O3 -1.638918 -0.208273 0.730912
O4 -0.345744 1.453986 -0.036053
N1 1.704473 -0.308733 0.092708
C1 0.804427 -1.074187 -0.166528
C2 -0.889370 0.397779 -0.220748
H1 -2.363035 -0.749854 0.445665
H2 -0.940993 0.049573 -1.259004
H3 1.320747 1.582422 0.534321

Atoms 1-2, force components in eV/Å:
O -2.093 -2.491 -0.646
O -0.781 2.136 1.013

=====

The following is a quantum chemistry calculation of a structure of composition C17H21CoN3O8P2Si, from OMol25.

Its expectation value of S² is 1.027. As for the total energy: -3781.9703 Eh. As for the total charge: -2. Its multiplicity is 2.

Positions of all 53 atoms, in Å:
Co1 -0.747013 -0.024083 -0.191001
P1 -1.539294 -0.955364 -3.274769
P2 -3.566119 -0.678762 -1.345179
Si1 0.149696 -5.425289 -0.627143
O1 2.890866 1.726540 0.037750
O2 -5.022136 0.063072 -1.419339
O3 -2.026075 -2.465655 -3.590997
O4 -1.092809 -0.280594 -4.507109
O5 -2.974314 -0.244090 -2.795225
O6 -2.819219 0.016025 -0.247815
O7 -3.785785 -2.154218 -1.316905
O8 -0.666144 -0.981221 -2.046273
N1 1.189653 0.164349 0.115715
N2 -0.445774 1.787945 -1.059053
N3 -0.592195 -0.985153 1.511737
C1 -1.286410 -1.686740 3.705573
C2 -1.300379 2.333006 -1.929092
C3 -1.505797 -1.130175 2.467236
C4 0.055187 -2.055877 4.042064
C5 0.687486 -2.861980 0.874699
C6 1.772636 1.279502 -0.280557
C7 1.033831 -1.996756 3.123029
C8 0.729381 -5.423966 -2.422921
C9 1.350111 2.798362 -2.265641
C10 -1.717874 -5.657010 -0.523844
C11 0.460249 3.356743 -3.167556
C12 0.728391 -1.622209 1.682483
C13 0.593777 -3.918490 0.292270
C14 -0.895178 3.113751 -2.992307
C15 0.868881 2.008844 -1.239282
C16 1.799721 -0.642808 1.138957
C17 0.986613 -6.912223 0.221030
H1 0.220450 -4.638188 -2.986436
H2 -2.057023 -6.597019 -0.967163
H3 0.813884 3.952642 -3.999406
H4 -2.085724 -1.759749 4.431091
H5 2.660237 -1.199706 0.748044
H6 2.420201 2.935816 -2.347743
H7 0.289330 -2.336196 5.065411
H8 2.157662 -0.015929 1.963641
H9 -5.589111 -0.543338 -1.917003
H10 0.533536 -6.381049 -2.912733
H11 2.067459 -2.237667 3.348533
H12 -2.485788 -0.732280 2.217496
H13 -1.627822 3.510749 -3.681183
H14 1.801997 -5.226128 -2.481530
H15 2.073819 -6.859214 0.120294
H16 -2.589581 -2.728562 -2.820843
H17 -2.033227 -5.634947 0.521403
H18 -2.224683 -4.831090 -1.029448
H19 0.757402 -6.922960 1.289302
H20 0.656784 -7.865196 -0.203330
H21 -2.345977 2.119305 -1.756044

Atoms 1-2, force components in eV/Å:
Co 0.204 -0.121 0.909
P 0.083 0.176 0.097